No. 1
# C27H35F6N2O7STi

C27H35F6N2O7STi as an isolated structure (wB97M-V/def2-TZVPD, the Open Molecules 2025 dataset).

```
79
Properties=species:S:1:pos:R:3:mulliken_charge:R:1
S 0.02599 -0.31076 -2.62744 1.15
H 1.23455 -3.51065 1.61895 0.23
C 3.39983 -0.84278 3.41189 -0.67
H 0.04924 -4.54702 0.80210 0.23
H 2.36762 -0.54361 -2.19183 -0.31
H -3.93064 1.59415 0.64307 0.21
H -2.86985 4.23462 1.34484 0.40
C 2.79912 -0.57755 1.07735 -0.68
H 4.41472 -0.60440 -0.30165 0.51
C 1.28948 2.41111 0.11273 -0.97
H 0.83458 2.66663 -4.58960 0.43
N 5.74343 -1.10516 4.10078 1.03
C 2.40057 -0.67205 2.43934 1.91
C -2.96116 -2.16420 1.60579 0.12
O -0.58318 -1.43911 -3.40109 -0.80
H 0.66030 5.71032 -0.43299 0.38
H 0.79973 -0.65152 3.89888 0.34
H -2.97243 2.89591 -1.20372 0.81
F -4.01961 -2.96989 1.79342 -0.31
H 6.16586 -0.92609 1.46618 0.54
O 6.90334 -1.17038 3.75099 -0.64
F -2.91825 -1.31091 2.64974 -0.29
C 2.05714 1.22215 -3.49091 -0.45
F -3.27730 -1.61070 -2.04467 -0.23
C -3.70358 3.56454 1.15978 -0.97
F -2.28800 -3.22022 -0.98518 -0.17
C -0.98421 2.72292 -0.37616 0.03
H 2.52218 4.16257 0.18412 0.46
H 0.83496 1.03552 -5.26187 0.30
C 1.52220 3.77960 0.01465 -0.75
H 2.14548 1.79867 0.34835 0.52
H -0.07992 -4.53362 -1.75399 0.29
H 0.92100 -3.41715 -2.67476 0.25
O 0.02296 -0.39928 2.00107 -0.14
H -4.31250 3.93841 0.34153 0.39
C 0.84093 1.60812 -4.33136 -0.80
H 2.16155 -2.84071 -0.56779 -0.07
F -4.43944 -2.99202 -0.84781 -0.32
H -3.03072 1.45655 2.74103 0.46
H 2.99362 1.29602 -4.04454 0.48
C 1.04913 -4.11128 0.72443 -1.43
H 2.13049 1.87756 -2.61840 0.10
C 4.71292 -0.92916 3.04013 -0.63
O 5.36875 -1.16048 5.25386 -0.63
O 1.88765 -0.36830 0.11957 0.72
C 1.15798 -3.26777 -0.52655 0.78
H -1.28680 1.01909 -4.03218 0.57
C 5.11798 -0.84955 1.71637 -0.65
C 0.03716 1.79971 -0.08211 1.78
C -0.76836 4.09950 -0.50929 -0.34
C -2.39223 2.25042 -0.54557 -0.49
H 1.78212 -4.92069 0.69219 0.48
C 4.14357 -0.67370 0.74614 -0.42
O 0.22934 -2.19231 -0.44514 0.32
H -4.29822 0.08735 1.31553 0.46
F -1.86003 -2.90310 1.64180 -0.09
O -1.99595 -0.57345 0.09879 1.34
C -2.34268 1.65688 1.92151 -1.00
H -0.55762 1.99506 -2.72065 -0.34
C 0.49055 4.64598 -0.31925 -1.09
H -1.59266 4.74481 -0.80764 0.45
H 1.66931 -4.83031 -1.89770 0.38
C 1.05131 -0.58583 2.85152 -1.85
C -3.26718 -2.32728 -0.91366 0.42
H -4.44056 0.12292 -0.48141 0.49
H 3.13520 -0.90792 4.46039 0.59
H -2.42763 1.22037 -0.87683 -0.57
C 0.90409 -4.05672 -1.79147 -1.32
N -3.15214 2.23168 0.78923 -0.04
C -0.37173 1.23525 -3.48002 -0.50
H -4.30251 3.45416 2.06088 0.37
H -5.27052 -1.11050 0.47405 0.62
H -1.85747 0.74767 1.58981 0.16
C -3.10606 -1.36654 0.29041 1.28
H -1.59679 2.39221 2.20813 0.49
C -4.36714 -0.51217 0.40559 -2.51
Ti -0.00711 -0.53229 0.18793 -0.80
H 1.86900 -0.92666 -3.87091 0.63
C 1.78524 -0.21268 -3.04874 -0.62
```

Calculated values
Net charge: 0
Expectation value of S²: 0.783
2S+1: 2
Gap between HOMO and LUMO (alpha / beta), Ha: 0.22362 / 0.30050
Relative energy (zero: lowest compared OMol25 entry of this formula, charge and spin), kJ/mol: 106.72

***

No. 2
# C27H35IMoN4P2

C27H35IMoN4P2 as an isolated structure (wB97M-V/def2-TZVPD, the Open Molecules 2025 dataset).

```
70
Properties=species:S:1:pos:R:3:mulliken_charge:R:1
C 2.90196 0.08507 -2.50070 0.31
C 8.34869 -5.48521 -3.34111 -0.53
H 1.59520 -1.11496 -3.76660 0.16
C -0.11326 0.86674 -2.95295 -1.04
H 2.08406 -2.18057 -6.57081 0.45
N 6.22287 2.51885 -5.32990 0.40
H 6.58428 0.14286 -6.51572 0.53
H 2.76404 1.70274 -0.99169 0.68
H 8.91682 -6.11254 -2.67445 0.46
H 0.43744 0.74761 -3.90462 0.37
C 8.07553 -5.75496 -4.72549 -0.59
C 7.66557 -1.38301 -5.35091 -1.06
H 6.89711 -4.54798 -6.18927 0.39
C -0.21617 -1.33125 -1.62206 -0.42
C 6.79119 3.13270 -6.44963 -0.10
C 7.74902 -4.27169 -3.02819 -0.14
C 3.86167 -2.21926 -5.27515 0.02
C 1.16051 -1.70369 -1.72471 -0.62
H 3.86142 -2.94774 -8.49471 0.48
H 7.71260 -3.70986 -2.11085 0.45
I 0.45906 -1.87518 1.69556 -0.07
H 0.47946 2.41780 -1.50772 0.60
H 6.29723 -3.01550 -7.29283 0.42
H 8.63051 -1.45258 -4.82044 0.53
H -0.87854 -2.02167 -1.09000 0.49
H -0.80584 1.16736 1.28432 0.38
P 6.85243 1.19849 -4.35138 0.04
C 9.49134 2.26338 -5.00034 0.01
C 10.34235 2.62620 -2.93170 -0.58
C 5.94438 4.14103 -6.89348 -0.71
H 3.86861 -0.17407 -2.03287 0.28
H 11.54456 3.03933 -4.80527 0.43
C 4.07984 -2.73917 -7.45939 -1.19
H 3.55852 -1.95266 -4.28937 -0.37
C 10.62897 2.70631 -4.32894 -0.76
H 9.35261 2.13272 -6.06609 0.24
H 0.88132 1.52820 1.81293 0.40
C 0.76805 1.40444 -1.84244 -0.25
H -0.87260 1.64607 -3.15493 0.44
H 7.77000 -1.97730 -6.26992 0.50
C -0.90143 -0.43108 -2.61103 -0.94
C 9.02993 2.18831 -2.80295 -0.48
C 0.19746 1.47234 0.94517 -0.98
C 2.14852 1.04275 -1.61925 -0.86
C 7.30932 -4.70091 -5.20764 0.16
H -1.90874 -0.16757 -2.23675 0.55
H 1.46620 -2.65157 -1.26499 0.49
H 8.40045 -6.61388 -5.29332 0.47
C 4.96865 3.11987 -5.11016 -0.39
C 4.78252 4.12010 -6.05563 -0.62
N 8.48686 1.96207 -4.07540 0.29
H 0.15848 2.44746 0.43490 0.29
H 2.82550 -2.01272 -2.88552 0.63
H 7.73582 2.80550 -6.85382 0.25
C 7.38192 0.08222 -5.75390 -0.79
N 5.20875 -2.50067 -5.49948 0.31
P 6.41052 -2.15797 -4.23190 -0.11
H 6.14666 4.81775 -7.71244 0.44
H 8.42505 2.02570 -1.92052 0.38
Mo 0.99872 -0.10843 -0.21221 0.38
H 11.04234 2.84708 -2.13259 0.41
H 8.29837 0.48989 -6.20996 0.42
H 4.34387 2.77271 -4.29996 0.37
C 5.33627 -2.79081 -6.85716 0.04
C 2.09772 -1.19970 -2.78920 -0.33
H 3.20348 0.55177 -3.45907 0.10
H 3.91869 4.76344 -6.15941 0.42
H -1.09586 -0.98203 -3.54667 0.31
C 3.14494 -2.35498 -6.45070 -0.51
N 7.08858 -3.78401 -4.17223 0.25
```

Calculated values
Net charge: +2
Expectation value of S²: 2.065
2S+1: 3
Gap between HOMO and LUMO (alpha / beta), Ha: 0.15664 / 0.09745

***

No. 3
# C27H35IN4P2Pb

C27H35IN4P2Pb as an isolated structure (wB97M-V/def2-TZVPD, the Open Molecules 2025 dataset).

```
70
Properties=species:S:1:pos:R:3:mulliken_charge:R:1
H 6.53844 3.10177 0.92323 0.44
C -3.49129 1.36360 0.88208 -0.33
C -1.34756 -2.65036 -4.24577 -0.95
H 1.53644 -3.55876 -2.40973 0.77
P 2.16841 0.93451 0.95791 -0.23
C 0.14579 -2.70225 -3.86634 -0.48
C 5.78737 2.34773 0.71020 -0.57
H -1.63489 0.59354 3.49964 0.28
C 1.93484 -1.51292 2.22657 -0.13
H -1.42263 -6.44919 -2.95437 0.39
H 6.84265 0.94822 -0.70585 0.45
H -3.59068 1.90356 -0.05169 0.52
C -1.88064 5.96735 1.02715 -0.60
C -1.42038 -5.35169 -3.08429 -0.91
C 4.74478 0.51048 -0.15701 -0.25
Pb 1.18577 2.00995 3.46368 1.03
C -0.28618 1.40063 -0.32966 -1.15
H -0.01100 4.37377 4.61728 0.42
H 1.61732 -3.65551 2.63310 0.45
C -4.37093 0.53212 1.56164 -0.74
C -2.25923 -2.39736 -3.06291 -0.31
C -1.80526 4.74143 1.66886 -0.55
H -2.19812 6.90254 1.47092 0.45
H -3.55537 -5.27104 -2.83673 0.33
C 1.73804 -2.84610 1.92208 -0.99
H -4.12324 -0.57743 3.51278 0.46
H -1.52119 -5.17834 -4.16343 0.30
N -2.30339 1.45624 1.62341 0.54
C -0.23093 3.31170 4.78277 -1.02
H -2.56727 -1.35612 -2.97701 0.46
C -2.80367 -3.30819 -2.25285 -0.54
H 0.44599 -1.71499 -3.48317 0.04
H -1.24089 3.05958 4.45799 0.33
H -0.70474 0.38575 -0.28812 0.42
C 1.92611 -1.69796 -0.03436 -0.41
H -5.37536 0.26191 1.25076 0.47
N -1.34035 3.77855 0.74493 0.50
C 1.73235 -2.96977 0.48995 -0.29
H 1.51154 0.65074 -1.33175 0.61
H 0.72167 -2.85483 -4.79618 0.36
H -1.40767 6.53512 -1.10720 0.45
C -2.45148 0.66281 2.78361 -0.36
H -2.01826 4.45099 2.68712 0.47
P -0.80183 2.21147 1.21720 0.00
I 3.42187 1.07738 5.21103 -0.03
H -0.78771 1.91679 -1.15189 0.66
C 0.54242 -3.70446 -2.82642 -0.32
H 1.60778 -3.88162 -0.08028 0.42
N 3.84085 1.19014 0.67288 0.54
C -0.10877 -4.82958 -2.51219 -0.47
H 1.61340 2.34772 -0.85467 0.44
C -1.13036 4.43250 -0.48267 -0.27
H -1.61386 -3.54290 -4.82597 0.32
H -0.05321 3.01608 5.82359 0.43
H -0.76057 3.88831 -1.34007 0.40
C -2.66748 -4.82206 -2.35283 -0.52
H 1.97474 -1.35953 -1.06137 0.54
H -1.46899 -1.79457 -4.93095 0.44
H -3.54687 -3.00306 -1.51398 0.42
H 3.98606 2.94843 1.92899 0.27
C 5.94737 1.20627 -0.15733 -0.61
N 2.05486 -0.79079 1.02215 0.40
C -1.45779 5.77296 -0.33955 -0.67
H 2.01853 -0.98949 3.17411 0.15
H 4.44815 -0.40318 -0.65319 0.46
C -3.70742 0.09016 2.76290 -0.60
H 0.35305 -5.56786 -1.83979 0.35
C 1.23625 1.36047 -0.54600 -0.87
C 4.50780 2.31252 1.21866 -0.36
H -2.66317 -5.21386 -1.32161 0.33
```

Calculated values
Net charge: +2
Gap between HOMO and LUMO (alpha / beta), Ha: 0.10055 / 0.10534

***

No. 4
# C27H35N4O

An isolated ion of composition C27H35N4O and charge +1 (wB97M-V/def2-TZVPD, the Open Molecules 2025 dataset).

```
67
Properties=species:S:1:pos:R:3:mulliken_charge:R:1
H 0.61837 2.41530 -1.17255 0.33
C -1.05615 -1.96177 -2.24697 -1.41
H -1.54817 -1.21797 -2.88427 0.36
C 0.42286 -1.62569 -2.07113 0.26
H 1.63253 -3.04487 -4.35202 0.31
H 0.55327 1.49220 4.70789 0.32
H -0.77578 -1.61766 0.45405 -0.44
C -1.62139 -2.74212 2.42730 -0.19
H 3.41363 2.61799 -2.07521 0.31
C -1.67198 -4.11815 4.42171 -0.67
H -0.12682 -3.63732 5.94801 0.39
H -0.00907 -2.50407 -4.78410 0.32
H 0.75174 -1.69936 4.67663 0.60
C 1.43096 0.62746 -2.14913 0.31
C 1.00149 -2.15940 -4.52367 -0.97
C -2.12155 -3.86897 3.11369 -0.87
H 2.21327 -2.81010 -1.62103 0.40
H 1.40708 -1.59537 -5.36879 0.36
H 0.99457 0.88258 0.28100 0.63
C -0.59423 -3.37849 4.97092 -0.66
N -1.47271 0.21516 2.88066 0.96
H 0.84272 -3.07570 -0.48413 0.23
C 1.55890 4.59806 -4.88245 -0.61
C 1.12438 -2.87652 -1.51971 -1.56
H -1.11820 -2.94655 -2.72273 0.51
H -0.22137 3.54260 -4.18602 0.32
C -3.40726 -0.30970 1.63570 -0.31
C 0.55336 -0.09603 -0.00138 -0.49
C -0.51046 1.70432 4.53717 -0.54
H 1.02808 5.11584 -5.67517 0.39
C -0.34822 -0.55422 2.36596 0.81
C -0.04156 -2.31129 4.22633 -0.51
H -1.39226 1.59794 1.29424 0.61
C 2.93173 4.78286 -4.67724 -0.44
H -2.82043 -4.53089 2.58978 0.41
C 1.53216 3.02119 -3.06485 0.69
H -1.28617 3.39895 3.47014 0.44
H 3.47868 5.47633 -5.31381 0.37
N -2.64034 -0.57545 2.61382 -0.74
C -1.30783 0.39829 4.41276 -0.15
H -0.84443 2.28283 5.41529 0.37
C 0.75289 2.02032 -2.21076 -0.58
H -2.11135 -2.51284 1.46882 0.11
H -2.30730 0.53850 4.86565 0.35
H -2.66040 1.87545 2.49451 0.66
N 0.99453 -1.27543 -3.38294 0.27
H -3.38216 0.66477 1.03267 0.24
C 2.91145 3.19549 -2.85560 -0.20
C -1.62855 1.60145 2.34548 -1.26
H -4.16904 -1.05575 1.38389 0.35
C 0.85324 3.72690 -4.06034 -0.43
C 3.60504 4.08072 -3.67373 -0.68
N 0.66482 -0.34752 -1.35313 0.53
H -0.27309 1.88731 -2.63299 0.27
H 4.67843 4.20591 -3.52040 0.37
H 0.78994 -3.72706 -2.12399 0.48
O 2.13576 0.40543 -4.50179 -0.72
H -0.81624 -0.44872 4.91555 0.23
H 2.43371 0.76945 -1.70412 0.07
H 0.16809 2.76610 2.74778 0.29
H -2.05878 -5.02224 4.95130 0.34
C -0.68514 -1.91488 3.04504 0.09
H 0.56678 -0.00561 2.76608 0.69
C -0.76210 2.48251 3.23218 -0.82
C 1.56841 -0.04013 -3.48563 0.25
H -1.57395 -2.01783 -1.28922 0.13
C -0.24838 -0.76455 0.87901 -0.42
```

Calculated values
Net charge: +1
Structure (SMILES): C=N[N+]1([C@H](/C=C/N2[C@H](Cc3ccccc3)C(=O)N(C)C2(C)C)c2ccccc2)CCCC1
Gap between HOMO and LUMO, Ha: 0.28587
Relative energy (zero: lowest compared OMol25 entry of this formula, charge and spin), kJ/mol: 305.51

***

Q: Which formula does entry 1 have?
A: C27H35F6N2O7STi